Molecular formula: AlH6O3
Method: DFT, ωB97M-V with the def2-TZVPD basis set

Properties
DFT total energy (eV): -12768.1361
HOMO energy (alpha / beta) (eV): -32.02 / -30.67
Energy relative to the best compared isomer or geometry (same formula, charge and spin) (eV): 2.003
Total charge: +4
Spin multiplicity: 2
Orbital gap (alpha / beta) (eV): 6.088 / 4.327

Element x y z (Å)
Al1 1.65715 -1.69377 0.22934
O1 0.91787 1.16949 0.60021
H1 0.37324 1.41976 1.34653
H2 1.25602 1.99833 0.26123
O2 -1.04145 -0.79802 1.10714
H3 -1.80231 -1.37865 1.12056
H4 -1.23450 -0.13412 1.76911
O3 0.19310 -0.29996 -1.85123
H5 0.44191 -0.05876 -2.74349
H6 -0.76104 -0.22430 -1.83939

Molecular formula: C25H29ClF6N3O2SiTi
Method: DFT, ωB97M-V with the def2-TZVPD basis set

Properties
DFT total energy (eV): -94778.1179
HOMO energy (eV): -11.68
Energy relative to the best compared isomer or geometry (same formula, charge and spin) (eV): 1.286
Total charge: +1
Orbital gap (eV): 7.033

Element x y z (Å)
Ti1 0.01441 -0.52090 0.66749
C1 -1.02662 1.30991 -3.76067
C2 -1.43736 1.45634 -2.32502
C3 -0.97746 2.50728 -1.53786
C4 -1.32161 2.59488 -0.19638
C5 -2.09034 1.59937 0.40033
C6 -2.62484 0.58469 -0.40109
C7 -2.31275 0.53269 -1.75098
H1 -0.53124 0.34760 -3.90548
H2 -0.34114 2.10033 -4.05909
H3 -1.89366 1.33159 -4.42122
H4 -0.36524 3.28332 -1.98155
H5 -1.01774 3.45636 0.38236
H6 -2.40393 1.70738 1.42789
H7 -3.35599 -0.10004 0.00678
H8 -2.75119 -0.23811 -2.37350
C8 -3.26785 0.20557 3.23883
Si1 -2.23683 -1.37959 3.09769
C9 -3.50135 -2.70087 3.61634
C10 -0.86023 -1.55194 4.38677
N1 -1.48347 -1.46011 1.44376
C11 -1.60320 -2.61056 0.66463
C12 -2.12922 -3.86126 1.03319
C13 -2.11183 -4.94851 0.17756
C14 -1.56352 -4.87447 -1.09453
C15 -1.03571 -3.66494 -1.51360
C16 -1.10064 -2.61203 -0.64001
F1 -0.53958 -1.38207 -1.05782
H9 -3.93621 0.08528 4.09085
H10 -3.90099 0.36831 2.36619
H11 -2.67350 1.09881 3.42064
H12 -3.93567 -2.34059 4.54998
H13 -3.05671 -3.67109 3.83623
H14 -4.32353 -2.83763 2.91374
H15 -1.21074 -2.18703 5.19957
H16 -0.58621 -0.59494 4.82369
H17 0.04024 -2.00858 3.97964
H18 -2.52245 -3.98182 2.02467
H19 -2.51920 -5.88569 0.53008
H20 -1.53881 -5.73591 -1.74401
H21 -0.57384 -3.53428 -2.48303
O1 3.91837 5.45497 -1.23073
C17 4.31369 4.63994 -2.29887
N2 3.71411 3.35154 -2.02554
C18 3.90364 2.30694 -2.85661
O2 4.50871 2.39112 -3.90634
C19 3.32320 0.99981 -2.39217
C20 3.96749 -0.17857 -2.74802
C21 3.42096 -1.38043 -2.33324
C22 2.27620 -1.35690 -1.55688
N3 1.65318 -0.22877 -1.19406
C23 2.16352 0.92268 -1.63940
H22 4.34620 6.31242 -1.30560
H23 5.40415 4.52963 -2.36024
H24 3.95308 5.00937 -3.26633
H25 3.31131 3.25679 -1.10656
H26 4.86920 -0.12631 -3.34301
H27 3.87600 -2.32412 -2.59624
H28 1.84332 -2.28849 -1.21785
H29 1.59974 1.81352 -1.40265
F2 2.56053 0.61341 1.24967
C24 1.24681 0.97668 1.40595
F3 1.16057 2.18850 0.76921
C25 1.06643 1.27778 2.89165
F4 1.61299 2.39752 3.31734
F5 -0.28256 1.36363 3.09931
F6 1.52872 0.26685 3.62323
Cl1 1.34819 -2.07625 1.39092

Molecular formula: C4H7ClS
Method: DFT, ωB97M-V with the def2-TZVPD basis set

Properties
DFT total energy (eV): -27615.8791
SMILES: CCS/C=C\Cl
HOMO energy (eV): -8.57
Energy relative to the best compared isomer or geometry (same formula, charge and spin) (eV): 2.831
Orbital gap (eV): 9.088

Element x y z (Å)
C1 0.56036 0.15474 1.37162
C2 0.69487 -1.11188 0.40572
S1 1.22121 -0.42178 -1.22119
C3 -0.10565 0.73389 -1.21775
C4 -1.47268 0.60575 -1.27870
Cl1 -2.28324 -0.78531 -0.88745
H1 1.30597 0.91958 0.89298
H2 0.91695 -0.12180 2.56351
H3 -0.40512 0.44458 1.02030
H4 -0.22035 -1.84614 0.63187
H5 1.65678 -1.49390 1.02679
H6 0.26280 1.67278 -1.50187
H7 -2.13191 1.24947 -1.80583

Molecular formula: C29H44N11O3PSW
Method: DFT, ωB97M-V with the def2-TZVPD basis set

Properties
DFT total energy (eV): -75226.9810
HOMO energy (alpha / beta) (eV): -18.29 / -18.29
Energy relative to the best compared isomer or geometry (same formula, charge and spin) (eV): 5.650
Total charge: +4
Orbital gap (alpha / beta) (eV): 5.149 / 5.032

Element x y z (Å)
W1 0.00048 -0.50998 -0.71658
C1 0.51828 -1.73698 3.29842
C2 1.72418 -1.13508 2.56502
C3 1.34148 0.04792 1.68532
N1 2.39348 0.49152 0.88242
C4 2.27058 1.19012 -0.17198
C5 3.44238 1.85982 -0.71828
C6 3.54938 3.20392 -0.67298
C7 2.58178 4.11932 -0.15058
C8 1.23488 3.96542 -0.01318
C9 0.44568 2.86992 -0.45758
C10 0.88528 1.56512 -0.75208
N2 0.31408 0.93142 -1.89508
C11 0.80608 1.19962 -3.22548
C12 2.18698 0.54642 -3.35368
C13 2.18378 -0.92068 -2.91308
N3 1.70208 -1.21698 -1.54668
C14 2.36198 -2.24488 -0.89508
C15 3.73698 -2.43508 -0.97088
C16 4.55828 -3.35788 -0.32178
C17 4.19148 -4.52838 0.30972
C18 2.88768 -5.01028 0.48172
C19 1.70208 -4.31428 0.38502
C20 1.45618 -2.98778 -0.03388
N4 0.31308 -2.30898 0.20242
C21 -0.61832 -2.81298 1.22782
C22 -0.03532 -3.00248 2.64222
H1 -0.26732 -0.98298 3.40332
H2 0.82658 -2.01368 4.30712
H3 2.26568 -1.89488 1.99792
H4 2.43668 -0.73068 3.28862
H5 1.05898 0.87672 2.35762
H6 0.31368 -0.17368 1.04462
H7 4.29048 1.25412 -1.01138
H8 4.49078 3.63992 -0.98118
H9 2.97708 5.09882 0.08672
H10 0.67018 4.82762 0.31932
H11 -0.51732 3.13992 -0.88488
H12 0.88678 2.27342 -3.42768
H13 0.09708 0.75782 -3.93788
H14 2.91608 1.12472 -2.78328
H15 2.49678 0.58652 -4.39898
H16 3.19108 -1.31608 -3.06538
H17 1.53128 -1.48018 -3.60318
H18 4.28098 -1.69218 -1.54148
H19 5.62098 -3.16138 -0.40038
H20 4.99448 -5.16588 0.66062
H21 2.80558 -6.04348 0.79852
H22 0.81758 -4.86598 0.68062
H23 -1.05562 -3.76368 0.89352
H24 -1.43822 -2.08328 1.31572
H25 0.74368 -3.76408 2.64122
H26 -0.84822 -3.37408 3.26842
S1 -0.87732 2.35972 1.72872
C23 -1.31482 3.50052 2.92462
N5 -2.53272 3.61252 3.42842
C24 -2.59772 4.63462 4.46852
C25 -1.15172 5.17302 4.50252
N6 -0.49022 4.37432 3.47592
H27 -3.32042 3.03552 3.18432
H28 -2.90352 4.18952 5.41862
H29 -3.32542 5.40492 4.20122
H30 -0.66832 5.01592 5.46992
H31 -1.09052 6.23612 4.25822
H32 0.49238 4.46462 3.27842
N7 -1.23922 -4.52508 -3.77368
N8 -1.28902 -3.26148 -3.44298
N9 -2.03232 -2.40748 -4.09858
C26 -1.84632 -1.27178 -3.46858
N10 -0.98962 -1.42578 -2.44098
N11 -0.64542 -2.72108 -2.43918
H33 -1.74132 -4.80158 -4.61088
H34 -0.53522 -5.12788 -3.37268
H35 -2.33722 -0.36288 -3.75298
C27 -4.77872 1.55522 0.56592
O1 -3.41962 1.08682 0.74742
P1 -2.40062 0.51932 -0.32518
O2 -3.09082 0.78352 -1.75788
C28 -3.26032 2.06252 -2.39658
O3 -2.58612 -1.11938 -0.34398
C29 -3.88342 -1.78378 -0.31848
H36 -4.78112 2.64482 0.61352
H37 -5.36392 1.15572 1.39182
H38 -5.20592 1.22102 -0.37578
H39 -4.06592 1.93772 -3.12008
H40 -2.34182 2.34182 -2.91368
H41 -3.54682 2.83832 -1.68928
H42 -4.36982 -1.58248 0.63422
H43 -3.67822 -2.84838 -0.40528
H44 -4.51162 -1.45008 -1.14488

Ordered M results: 81.027 628.920 122.620 841.626; unit g mol⁻¹.